Record 1
{"formula": "C5H12N", "method": "ωB97M-V with the def2-TZVPD basis set", "species": ["C", "C", "C", "C", "C", "N", "H", "H", "H", "H", "H", "H", "H", "H", "H", "H", "H", "H"], "coordinates": [[-1.812293, -0.585586, -0.247111], [-0.933404, 0.380666, 0.036234], [-1.071960, 1.257212, 1.283008], [0.289388, 0.662956, -0.867933], [1.513524, 0.088157, -0.177012], [1.438957, -1.423752, -0.348149], [-1.724478, -1.344621, -1.018838], [-2.763547, -0.551536, 0.268773], [-0.885763, 2.279341, 0.971941], [-2.137103, 1.204527, 1.531731], [-0.527499, 0.865996, 2.133742], [0.013497, 0.295991, -1.855930], [0.368830, 1.749304, -0.928656], [2.492189, 0.383350, -0.550895], [1.552714, 0.283813, 0.891817], [0.481571, -1.800583, -0.322247], [1.776857, -1.850611, -1.216626], [1.928519, -1.894624, 0.416150]], "forces_ev_per_angstrom": [[-0.13, 0.58, 0.18], [0.59, -0.18, -0.10], [-1.46, -0.59, -1.60], [-1.25, 0.24, 1.42], [0.31, -0.55, -1.03], [-0.04, -1.18, 0.46], [0.05, 0.39, -0.34], [0.10, -0.54, 0.34], [0.46, 0.25, 0.61], [0.19, 0.12, 0.32], [0.40, 0.34, 0.06], [0.78, -0.22, -0.14], [0.23, -0.05, -0.12], [-0.12, 0.05, -0.36], [-0.40, -0.04, 0.03], [-0.30, 0.67, 0.47], [0.50, 0.75, -0.10], [0.10, -0.02, -0.09]], "homo_ev": -13.564, "energy_ha": -252.1849, "smiles": "C=C(C)CC[NH3+]", "de_lowest_ev": 1.2587, "charge": 1}


Record 2
{"formula": "C5H12N", "method": "ωB97M-V with the def2-TZVPD basis set", "species": ["C", "C", "C", "C", "C", "N", "H", "H", "H", "H", "H", "H", "H", "H", "H", "H", "H", "H"], "coordinates": [[-1.418814, -1.164578, -0.162828], [-0.742289, 0.124495, -0.377954], [-1.508417, 1.237318, 0.265623], [0.745412, 0.144112, 0.358369], [1.843713, -0.811665, 0.107398], [1.949554, 0.566196, -0.388673], [-1.482074, -1.298534, 0.910843], [-0.967447, -2.005704, -0.671061], [-2.478888, -1.164811, -0.489003], [-0.686751, 0.199893, -1.486147], [-1.652520, 1.034665, 1.337411], [-2.554267, 1.392665, -0.157700], [-0.993703, 2.131042, 0.294784], [0.860864, 0.601955, 1.305462], [2.620846, -1.160414, 0.784026], [1.706788, -1.720914, -0.461376], [2.706916, 1.113060, 0.204643], [2.051073, 0.781224, -1.373809]], "forces_ev_per_angstrom": [[-1.27, -1.16, 0.78], [2.04, 0.48, -0.24], [-2.52, -0.77, 0.48], [-1.49, -0.68, -1.29], [-0.04, -1.76, 0.48], [3.47, 1.33, 0.92], [0.04, -0.69, 0.29], [0.32, -0.25, 0.12], [0.61, 0.38, -0.06], [0.72, 0.67, 0.61], [-0.12, -0.36, -0.21], [1.48, -0.23, 0.31], [1.03, 2.16, -0.51], [-0.86, 0.47, 0.94], [-0.27, 1.01, 0.73], [-0.44, 0.69, -1.42], [-2.12, -1.18, -1.75], [-0.58, -0.10, -0.19]], "homo_ev": -15.631, "energy_ha": -252.1432, "smiles": "CC(C)[C@H]1C[NH2+]1", "de_lowest_ev": 2.3938, "charge": 1}


Record 3
{"formula": "C5H12N", "method": "ωB97M-V with the def2-TZVPD basis set", "species": ["C", "C", "C", "C", "C", "N", "H", "H", "H", "H", "H", "H", "H", "H", "H", "H", "H", "H"], "coordinates": [[-1.083924, -1.232128, 1.360131], [-0.810588, 0.072351, 1.850684], [-0.526270, 1.172896, 0.549276], [0.408680, 0.518280, -0.239926], [0.427440, 0.274798, -1.611863], [1.701331, 0.156241, -2.296490], [-1.282845, -1.933454, 2.205648], [-0.334789, -1.661999, 0.638269], [-1.969945, -1.307429, 0.731915], [0.245579, 0.114433, 2.351021], [-1.718703, 0.388826, 2.477409], [-0.447297, 2.040318, 1.165976], [-1.517643, 1.125281, 0.083457], [1.414501, 0.147116, 0.337099], [-0.400023, -0.220381, -2.235346], [1.713095, -0.769584, -2.734404], [2.408575, 0.251206, -1.599429], [1.772826, 0.863230, -3.033429]], "forces_ev_per_angstrom": [[-0.46, -4.06, -1.40], [1.86, 3.73, 0.39], [-5.12, -3.19, 3.39], [5.32, -0.86, -2.69], [-2.65, -0.70, 1.84], [-0.85, -1.39, -0.49], [0.45, 0.25, -0.72], [-0.13, 0.22, 1.12], [-0.51, 0.38, 0.13], [-2.25, -0.04, -0.06], [1.85, 0.22, -0.67], [1.09, 0.98, -0.51], [0.16, 0.72, -0.29], [-1.78, 1.58, -1.44], [0.82, 1.91, 0.97], [0.71, 0.06, -0.16], [1.27, 0.15, 0.37], [0.23, 0.04, 0.22]], "homo_ev": -13.373, "energy_ha": -252.0954, "smiles": "CCC/C=C/[NH3+]", "de_lowest_ev": 3.6940, "charge": 1}


Record 4
{"formula": "C5H12N2", "method": "ωB97M-V with the def2-TZVPD basis set", "species": ["C", "N", "N", "C", "H", "H", "H", "H", "H", "H", "C", "C", "C", "H", "H", "H", "H", "H", "H"], "coordinates": [[-2.157771, 0.537183, 1.114729], [-1.577591, -0.785417, 1.091909], [-1.205491, -1.318437, 0.067129], [-1.320711, -0.679187, -1.224781], [-1.424201, 1.274933, 0.779899], [-2.452141, 0.752743, 2.139359], [-3.027891, 0.607323, 0.456219], [-0.784281, 0.270733, -1.240681], [-0.900691, -1.352137, -1.963011], [-2.364631, -0.476477, -1.468671], [1.435529, 0.533043, 1.256009], [1.682489, -0.305807, 0.266539], [2.379249, 0.061573, -1.001521], [0.934439, 0.213913, 2.153309], [1.725429, 1.570893, 1.208119], [1.372899, -1.339957, 0.347379], [1.786629, -0.243207, -1.866881], [3.336139, -0.459357, -1.061931], [2.562599, 1.137643, -1.053121]], "forces_ev_per_angstrom": [[-0.19, 0.50, -0.38], [-0.16, -0.22, 1.37], [0.41, -1.16, -0.50], [-0.21, 0.57, -0.22], [0.04, 0.07, 0.00], [0.00, 0.03, -0.09], [-0.04, 0.03, 0.00], [0.07, 0.09, -0.02], [0.01, -0.01, -0.09], [-0.10, 0.01, -0.06], [-0.04, 0.03, 0.11], [0.15, -0.01, -0.15], [0.02, 0.11, 0.02], [-0.12, -0.12, 0.18], [0.10, 0.21, -0.07], [-0.06, -0.08, 0.12], [0.06, 0.03, -0.05], [0.04, 0.00, -0.10], [0.02, -0.09, -0.05]], "homo_ev": -8.436, "energy_ha": -307.1216, "smiles": "C/N=N\\C.C=CC", "de_lowest_ev": 2.9330}


Record 5
{"formula": "C5H12N2", "method": "ωB97M-V with the def2-TZVPD basis set", "species": ["C", "C", "C", "C", "N", "C", "N", "H", "H", "H", "H", "H", "H", "H", "H", "H", "H", "H", "H"], "coordinates": [[-0.844464, -2.032979, -2.212672], [0.110092, -2.050259, -0.984033], [-0.338335, -1.007649, 0.068231], [0.023312, 0.445438, -0.304277], [-0.655245, 1.287953, 0.633908], [0.003904, 1.888478, 1.538942], [1.425622, 1.910770, 1.656963], [-0.935195, -3.004970, -2.704381], [-1.823905, -1.636981, -1.966921], [-0.364430, -1.312981, -2.880960], [0.140409, -3.028027, -0.507753], [1.134077, -1.797661, -1.284885], [0.173007, -1.210259, 1.023850], [-1.433022, -1.037167, 0.164993], [-0.422414, 0.584577, -1.314004], [1.112033, 0.533502, -0.476769], [-0.481400, 2.452442, 2.317191], [1.866836, 1.001463, 1.641229], [1.883535, 2.618830, 1.095185]], "forces_ev_per_angstrom": [[1.34, 0.37, 0.22], [-0.74, 0.48, 0.29], [0.66, -0.06, -0.15], [-0.54, -1.09, -1.67], [0.23, 0.65, 1.05], [0.58, -0.41, -1.13], [0.04, 0.06, 0.67], [0.04, 0.21, 0.03], [-0.20, -0.14, 0.14], [-0.46, -0.21, -0.47], [-0.04, -0.10, -0.01], [-0.11, -0.25, -0.09], [-0.50, -0.12, -0.08], [0.37, -0.16, 0.38], [0.09, 0.33, 0.55], [-0.28, 0.26, 0.58], [-0.55, 0.23, -0.03], [0.05, 0.25, -0.39], [0.01, -0.31, 0.10]], "homo_ev": -9.485, "energy_ha": -307.1847, "smiles": "CCCC/N=C\\N", "de_lowest_ev": 1.2153}


Record 6
{"formula": "C5H12N2", "method": "ωB97M-V with the def2-TZVPD basis set", "species": ["C", "C", "C", "N", "N", "C", "C", "H", "H", "H", "H", "H", "H", "H", "H", "H", "H", "H", "H"], "coordinates": [[0.300285, 2.417762, -0.750261], [-0.127301, 1.247494, -0.244349], [-1.474709, 0.723327, -0.671952], [0.613034, 0.573303, 0.723750], [0.759529, -0.823057, 0.820316], [-0.403421, -1.492258, 1.382300], [1.264918, -1.433623, -0.402410], [1.246388, 2.856991, -0.453138], [-0.282528, 2.968180, -1.481778], [-2.114161, 0.555953, 0.200946], [-2.004456, 1.432549, -1.318405], [-1.381137, -0.209378, -1.233967], [1.477009, 1.068085, 0.957187], [-1.233244, -1.582605, 0.676065], [-0.131523, -2.506369, 1.696480], [-0.762358, -0.973204, 2.278185], [0.538665, -1.418812, -1.220608], [1.539515, -2.478029, -0.216961], [2.175495, -0.926310, -0.741403]], "forces_ev_per_angstrom": [[0.05, -0.20, 0.07], [-0.10, 0.74, -1.00], [-0.13, -0.21, 0.11], [0.20, 0.40, 0.70], [0.11, 0.15, -0.14], [-0.01, -0.19, 0.24], [0.16, -0.19, 0.01], [0.05, -0.09, -0.05], [-0.05, -0.08, 0.30], [0.11, -0.14, -0.10], [0.38, -0.04, 0.15], [-0.08, -0.05, 0.16], [-0.44, -0.49, -0.09], [-0.11, -0.02, -0.05], [0.12, 0.14, -0.14], [0.21, 0.08, -0.29], [-0.09, 0.01, -0.14], [-0.14, 0.14, 0.11], [-0.23, 0.05, 0.16]], "homo_ev": -8.012, "energy_ha": -307.1511, "smiles": "C=C(C)NN(C)C", "de_lowest_ev": 2.1282}